{
  "formula": "C44H76F4O28S8",
  "method": "wB97M-V/def2-TZVPD",
  "symbols": ["S", "S", "S", "S", "S", "S", "S", "S", "F", "F", "F", "F", "O", "O", "O", "O", "O", "O", "O", "O", "O", "O", "O", "O", "O", "O", "O", "O", "O", "O", "O", "O", "O", "O", "O", "O", "O", "O", "O", "O", "C", "C", "C", "C", "C", "C", "C", "C", "C", "C", "C", "C", "C", "C", "C", "C", "C", "C", "C", "C", "C", "C", "C", "C", "C", "C", "C", "C", "C", "C", "C", "C", "C", "C", "C", "C", "C", "C", "C", "C", "C", "C", "C", "C", "H", "H", "H", "H", "H", "H", "H", "H", "H", "H", "H", "H", "H", "H", "H", "H", "H", "H", "H", "H", "H", "H", "H", "H", "H", "H", "H", "H", "H", "H", "H", "H", "H", "H", "H", "H", "H", "H", "H", "H", "H", "H", "H", "H", "H", "H", "H", "H", "H", "H", "H", "H", "H", "H", "H", "H", "H", "H", "H", "H", "H", "H", "H", "H", "H", "H", "H", "H", "H", "H", "H", "H", "H", "H", "H", "H"],
  "xyz": [[-1.89109, -3.55931, -8.97682], [8.01257, -2.73336, 3.31217], [-1.83295, 0.65728, 9.68825], [-0.29877, 0.50359, 0.32303], [6.05504, 9.42098, 5.87168], [9.54083, 4.93813, -1.91094], [-0.23446, 8.70589, -8.73596], [-6.32516, -8.68453, -2.57748], [-7.31017, 2.70631, 4.58918], [3.55264, -7.28211, -2.28444], [-6.78407, 3.24837, -2.07242], [-6.04882, -7.56427, 5.44838], [-10.32571, 4.79827, -1.24375], [-1.01690, -4.48563, -8.25041], [-2.78300, -3.99480, -10.04996], [0.87028, 9.60561, -8.45508], [-7.73143, -0.60780, 4.73802], [-4.08761, -9.01817, 5.38901], [6.50806, -8.01557, -4.93027], [-7.99003, 1.01939, 3.29507], [0.53748, 0.38131, -0.83087], [-2.84499, -7.21927, 5.64913], [10.38758, 3.89668, -1.42465], [7.11214, -1.59333, 3.29751], [-1.05132, 1.71391, 0.52968], [-2.04992, -9.08296, 4.62324], [-6.08853, -7.36748, -3.17479], [-2.99117, -0.01305, 9.13078], [9.75610, 6.34787, -1.54562], [6.72583, 10.47666, 5.13466], [8.65358, -3.25672, 4.53000], [5.06715, -9.26809, -3.57281], [-8.53708, 4.37914, -2.55963], [4.51208, -7.26872, -4.30461], [-6.86010, -8.74729, -1.23578], [-0.54237, -0.00613, 9.72153], [5.68504, 9.62122, 7.26383], [-0.80757, 8.53999, -10.07948], [-8.31353, 5.51077, -0.78114], [-7.87716, -0.97819, 2.44205], [-1.70333, 9.01719, -7.57859], [-1.48503, -0.89850, 0.51670], [7.79353, 4.56264, -1.33296], [5.45162, 6.76549, 5.57493], [-7.00533, 5.62621, -1.44025], [-2.57245, 3.30673, 10.07827], [-8.02065, 0.57153, 5.53703], [0.08091, -1.28113, 2.29464], [5.44639, -8.16506, -4.36021], [-4.93690, -9.87365, -2.82251], [3.63103, -9.16984, -3.39477], [-1.41222, 8.12878, -6.29610], [-2.89384, 2.48426, 11.36704], [-7.88011, -0.28397, 3.39493], [-2.72567, -1.07243, -8.16867], [4.41455, 7.45758, 4.72113], [0.79121, -0.00200, 1.76430], [-1.23783, -1.03031, -8.64855], [-4.12519, -6.75206, 6.23316], [9.12617, 4.68145, -3.65861], [-9.13610, 4.86867, -1.46003], [-6.77394, -10.84684, -4.04679], [-7.16688, 4.41131, -2.45729], [-8.20687, 1.74499, 4.50274], [0.20941, 7.08057, -7.87381], [-4.91435, -7.96188, 6.06528], [-2.22228, 1.08790, 11.35949], [8.90192, -3.29685, 0.74539], [9.25419, -2.49486, 1.95974], [6.76868, 7.66173, 5.66958], [7.31151, -4.17315, 2.50276], [7.68796, 5.31391, -3.64321], [6.85117, 4.77926, -2.53493], [-0.90870, -2.11661, -9.66170], [-1.68333, 2.50124, 9.13890], [7.66035, -4.11588, 1.07023], [-2.90861, -8.44052, 5.20009], [-5.30088, -10.59672, -4.08417], [-7.50091, -9.66795, -3.58603], [4.46690, 9.01211, 5.01764], [-0.05516, 7.38159, -6.46127], [-0.58597, -1.98707, 1.09761], [-2.86137, -2.54483, -7.76668], [3.40660, -7.68722, -3.55618], [7.73783, -5.11539, 0.64236], [4.66166, 7.29161, 3.67256], [-2.50074, -2.77506, -6.76416], [-3.88841, -6.74296, 7.29710], [-2.20119, 7.42208, -6.03881], [6.78691, -3.62964, 0.63576], [-1.47692, -1.78032, -10.52897], [-4.90534, -10.44152, -1.89266], [7.51292, 5.05287, -0.40074], [9.63225, -4.09101, 0.59032], [-7.03248, -11.31322, -4.99745], [-2.01161, 10.06146, -7.52776], [-3.91848, -2.80292, -7.70332], [-1.29129, 8.73428, -5.39785], [0.69545, -1.86553, 2.97941], [-2.49266, 8.67048, -8.24556], [7.44824, 7.82126, 6.50675], [-0.76487, -1.13422, 2.96632], [4.54205, 9.49127, 4.04149], [-8.90950, 0.27582, 6.09434], [-1.12646, -2.88552, 1.39552], [10.17303, -2.91019, 2.37366], [-6.99578, -11.68862, -3.39083], [7.14424, 5.21134, -4.58233], [-7.80268, -9.23101, -4.53794], [3.40748, 7.04215, 4.75770], [8.63673, -2.72419, -0.14333], [-3.08484, -0.44576, -7.35235], [-2.12282, -1.15346, -0.32965], [-6.10618, 5.62454, -0.82412], [-1.31311, 1.11512, 11.96014], [0.74733, 8.06644, -6.18723], [1.26489, 6.82883, -7.97715], [5.13885, 6.66541, 6.61428], [6.33925, 3.84290, -2.75686], [-9.18857, 2.21733, 4.53830], [6.24971, -4.10528, 2.73957], [7.76605, 6.40111, -3.64315], [-3.48859, 3.62086, 9.57814], [9.78428, 5.18314, -4.36804], [-8.38379, -9.88941, -2.98638], [8.97682, 3.60685, -3.76363], [-2.12043, -0.43715, 1.27269], [0.20495, -2.11771, 0.35904], [-0.49774, 6.32345, -8.21262], [3.20953, -9.71442, -4.23968], [-0.01847, 6.48400, -5.84398], [7.79973, 3.47502, -1.26137], [0.78101, 0.80397, 2.49807], [-3.35618, -0.82475, -9.02261], [9.19251, -1.45019, 1.65486], [-7.14998, 0.65805, 6.18707], [1.78524, -0.05967, 1.32083], [-1.10595, -0.04070, -9.08602], [-6.73191, 4.59221, -3.44024], [-0.60491, -1.19137, -7.77587], [-5.20356, -8.24815, 7.07647], [-2.44220, 2.84172, 12.29243], [5.72921, 5.78795, 5.18066], [-2.15280, 4.26970, 10.36929], [6.07114, 5.45654, -2.18715], [2.40778, -7.39040, -3.87610], [-6.86309, 6.48620, -2.09469], [-5.11885, -10.13986, -5.05692], [7.33945, 7.70143, 4.74182], [-2.85109, 0.29152, 11.75757], [7.65782, -5.06263, 3.02906], [3.50720, 9.41961, 5.33546], [-0.62242, 2.74980, 9.16696], [-2.04850, 2.29873, 8.13206], [-3.91723, -9.50790, -2.70171], [0.01588, -2.36536, -10.18263], [-4.40540, -5.78231, 5.82186], [-3.97450, 2.41531, 11.49159], [3.10607, -9.49662, -2.49715], [-4.64477, -11.45780, -4.21134]],
  "atomic_forces_ev_per_a": [[0.156, 0.259, -0.538], [1.306, -1.161, -0.156], [0.847, 0.694, 1.481], [-0.530, -0.740, 0.848], [-2.533, -0.444, -0.545], [-2.295, 1.595, 1.524], [-1.003, -0.555, 0.470], [-0.755, 1.091, -0.687], [1.247, 0.885, 0.248], [0.161, 1.924, 1.468], [1.657, -3.059, 1.663], [-0.651, -1.107, -1.147], [1.522, -0.326, -0.240], [-1.108, 0.961, -0.862], [0.793, -0.059, 1.135], [-0.625, -0.334, -0.434], [-0.377, 0.265, -1.382], [-3.565, 2.445, 1.825], [-2.266, -0.750, 1.260], [-0.920, 3.142, -0.394], [0.303, -0.157, -0.807], [0.436, 2.208, 0.227], [0.886, -0.259, -0.013], [0.389, -0.725, 0.314], [0.244, 0.166, 0.218], [-0.580, 1.665, 1.080], [0.131, -1.668, 0.496], [0.484, 0.698, -0.409], [0.271, -1.723, -1.111], [0.064, -0.996, 0.549], [-0.775, 1.409, -1.188], [-0.036, 0.587, -0.304], [-1.152, -0.858, -1.562], [-2.472, 2.386, -0.623], [0.698, -0.051, -0.105], [-0.523, 0.287, -0.803], [0.913, -0.255, -0.453], [1.184, 0.169, 1.605], [4.956, 3.607, 3.385], [0.176, -1.019, 0.230], [0.615, -1.303, -0.617], [0.482, 0.672, 0.511], [0.619, -1.244, -1.133], [1.952, 0.342, 1.469], [-0.210, -1.903, -1.535], [-0.147, 0.069, 0.251], [0.338, -0.844, -0.447], [-0.013, -0.271, 0.291], [3.265, -1.978, 0.354], [0.475, 1.024, 0.951], [-0.238, -0.324, -2.353], [0.269, 0.807, -0.190], [0.253, -0.881, 0.362], [0.426, -0.528, 1.534], [0.956, -1.767, -0.900], [0.305, 1.313, -0.412], [-1.833, 0.399, 0.010], [0.711, 1.408, 1.067], [4.145, -0.621, 0.488], [-1.958, 0.911, 0.752], [-4.752, -1.329, -2.196], [0.435, -4.053, 0.314], [-0.369, 3.590, -0.464], [-0.540, -2.899, 0.307], [-0.653, 0.348, -1.386], [-1.384, -1.260, 0.396], [-0.687, 0.135, 0.188], [-0.748, -1.563, 0.293], [0.038, 0.643, 0.457], [-1.347, 2.352, -0.778], [-0.641, -0.371, 1.888], [0.279, 0.898, -2.150], [-0.151, 0.410, 1.858], [-2.812, -0.180, -0.578], [-0.302, -2.139, -0.082], [-1.913, -0.132, -1.174], [2.107, -2.652, -2.341], [1.096, -0.464, -0.579], [-0.662, 1.158, -0.898], [-0.091, -0.789, -1.963], [-0.350, 1.119, 0.869], [0.580, 0.786, 0.102], [-0.822, -0.175, 0.102], [0.195, -1.796, 0.591], [-0.174, 0.058, -0.003], [0.331, 0.202, -0.095], [0.567, 0.223, -0.133], [-0.075, 1.011, -0.005], [-0.188, 0.049, -0.539], [0.064, -0.103, -0.588], [-0.573, -0.533, -0.247], [-0.994, -0.829, -0.213], [0.417, 0.025, -0.196], [0.545, 0.711, -0.557], [-0.578, 0.734, -0.320], [0.950, 0.198, 0.677], [0.076, -0.630, -0.630], [-0.220, 0.301, -0.159], [0.598, -0.359, -0.716], [-0.094, -0.794, 0.331], [-0.110, -1.488, 0.345], [-0.034, 1.173, 0.091], [0.429, 0.127, -0.065], [-0.035, 0.662, 0.115], [0.226, -0.028, -0.275], [0.185, 0.913, 0.124], [0.262, -0.099, 0.519], [0.322, -0.636, -0.341], [-0.102, 1.251, 0.525], [0.046, 0.025, 0.736], [0.755, 0.028, 0.060], [0.824, 0.244, 0.042], [0.563, 0.222, -0.300], [-0.679, -0.514, 0.693], [0.142, -0.100, -0.388], [-0.011, -0.050, 0.599], [-0.212, 0.029, -0.742], [-0.330, -0.252, -0.076], [0.212, -0.019, -0.294], [-0.079, -0.238, -0.295], [-0.144, -0.070, -0.357], [0.293, 0.111, 0.704], [-0.140, -0.461, -0.006], [0.118, -0.344, 0.241], [0.240, 0.194, 0.068], [0.670, -0.028, -0.227], [-0.267, -0.345, 0.177], [-0.151, -0.946, -0.201], [0.303, -0.094, -0.535], [-0.225, -0.163, -0.012], [0.039, 0.109, 0.054], [0.368, 0.044, 0.920], [-0.051, 0.031, -0.105], [-0.176, -0.269, -0.088], [0.738, 0.148, 0.793], [-0.218, 0.575, 0.088], [-0.122, -0.600, 0.156], [0.659, -0.013, 0.109], [-0.049, 0.326, -0.031], [0.151, 0.528, 0.148], [-0.181, -1.188, -0.385], [-0.470, 1.069, -0.234], [-0.067, 0.000, 0.118], [0.540, -0.183, -0.110], [-0.055, 0.252, -0.534], [0.488, 0.375, -0.703], [-0.925, 0.458, 0.301], [0.393, 1.231, 0.394], [-0.032, -0.119, -0.023], [-0.081, 0.069, -0.062], [0.368, 0.216, 0.083], [0.474, -0.019, 1.194], [-0.133, -0.160, -0.075], [0.071, 0.982, -0.213], [-0.176, 1.076, -0.871], [0.599, -0.013, 1.384], [-0.250, -0.495, -0.149], [0.133, -0.078, 0.091], [1.128, -0.250, 0.323], [-0.460, -0.590, 0.406]],
  "mulliken_charge": [1.04, 1.11, 1.03, 1.09, 1.02, 1.03, 1.01, 1.02, -0.27, -0.28, -0.26, -0.27, -0.57, -0.63, -0.63, -0.60, -0.37, -0.30, -0.53, -0.31, -0.63, -0.34, -0.63, -0.63, -0.66, -0.57, -0.62, -0.61, -0.63, -0.63, -0.65, -0.33, -0.34, -0.28, -0.64, -0.64, -0.61, -0.64, -0.31, -0.49, -0.70, -0.69, -0.62, -0.61, -0.36, -0.55, -0.31, -0.66, 0.65, -0.69, -0.47, -0.53, -0.56, 0.67, -0.59, -0.57, -0.59, -0.70, -0.32, -0.62, 0.72, -0.73, 0.28, 0.36, -0.69, 0.40, -0.70, -0.54, -0.67, -0.74, -0.66, -0.67, -0.56, -0.65, -0.68, -0.55, 0.71, -0.61, -0.52, -0.67, -0.62, -0.61, -0.71, 0.26, 0.37, 0.27, 0.39, 0.21, 0.33, 0.24, 0.31, 0.36, 0.41, 0.23, 0.38, 0.44, 0.39, 0.26, 0.37, 0.32, 0.44, 0.29, 0.33, 0.24, 0.36, 0.38, 0.28, 0.38, 0.32, 0.34, 0.27, 0.33, 0.40, 0.33, 0.38, 0.32, 0.39, 0.30, 0.31, 0.24, 0.39, 0.35, 0.28, 0.39, 0.36, 0.32, 0.34, 0.31, 0.35, 0.31, 0.36, 0.29, 0.36, 0.30, 0.39, 0.23, 0.33, 0.35, 0.24, 0.35, 0.22, 0.28, 0.38, 0.31, 0.25, 0.35, 0.27, 0.29, 0.33, 0.42, 0.33, 0.41, 0.34, 0.42, 0.43, 0.44, 0.26, 0.29, 0.32, 0.36],
  "mol_weight_g_mol": 1385.59,
  "total_energy_ev": -201730.64746,
  "homo_ev": -10.25,
  "smiles": "O=C1OC[C@@H](F)O1.O=C1OC[C@@H](F)O1.O=C1OC[C@@H](F)O1.O=C1OC[C@@H](F)O1.O=S1(=O)CCCC1.O=S1(=O)CCCC1.O=S1(=O)CCCC1.O=S1(=O)CCCC1.O=S1(=O)CCCC1.O=S1(=O)CCCC1.O=S1(=O)CCCC1.O=S1(=O)CCCC1",
  "orbital_gap_ha": 0.3733
}